{"formula": "C27H28N6O3", "method": "the ωB97M-V functional and the def2-TZVPD basis", "e_tot_ev": -43536.4835, "multiplicity": 1, "smiles": "O=c1[nH]c2cc3c(cc2cc1[C@H](c1nnnn1C1CCCC1)N1CCCc2ccccc21)OCCO3", "lumo_ev": -0.01, "homo_lumo_gap_ha": 0.285, "e_above_lowest_ev": 1.609, "symbols": ["O", "C", "N", "C", "C", "C", "C", "C", "C", "C", "C", "C", "C", "N", "N", "N", "N", "C", "C", "C", "C", "C", "N", "C", "C", "C", "C", "C", "C", "C", "C", "C", "O", "C", "C", "O", "H", "H", "H", "H", "H", "H", "H", "H", "H", "H", "H", "H", "H", "H", "H", "H", "H", "H", "H", "H", "H", "H", "H", "H", "H", "H", "H", "H"], "coordinates": [[0.601624, 0.534948, 1.398422], [-0.368064, 0.397115, 0.672550], [-1.627473, 0.437795, 1.232233], [-2.815356, 0.232375, 0.588793], [-4.031211, 0.306954, 1.260748], [-5.216176, 0.084595, 0.581706], [-5.191296, -0.251889, -0.787990], [-3.987499, -0.304109, -1.457970], [-2.785529, -0.055166, -0.789859], [-1.516706, -0.067049, -1.434893], [-0.359336, 0.171503, -0.771169], [0.945772, 0.132150, -1.549191], [1.302061, -1.316031, -1.655083], [1.070718, -2.040251, -2.729510], [1.438965, -3.278248, -2.433602], [1.877817, -3.353414, -1.248221], [1.811260, -2.135292, -0.704654], [2.218061, -1.880045, 0.653615], [1.305373, -2.638796, 1.636184], [2.118125, -3.858798, 2.057742], [3.533067, -3.298712, 2.149839], [3.641981, -2.417534, 0.904731], [2.013426, 0.919008, -0.976115], [3.329876, 0.612005, -1.524022], [4.395783, 1.609230, -1.074531], [4.039886, 2.138874, 0.314469], [2.748218, 2.878169, 0.157043], [2.532972, 4.151191, 0.642684], [1.331803, 4.802994, 0.409725], [0.360322, 4.178966, -0.349397], [0.568771, 2.909219, -0.860517], [1.755470, 2.231341, -0.594054], [-6.340368, -0.530601, -1.479687], [-7.448805, -0.790668, -0.646877], [-7.534119, 0.261564, 0.455758], [-6.384210, 0.202625, 1.274915], [-1.644744, 0.630540, 2.227035], [-4.073829, 0.546407, 2.311273], [-3.986756, -0.547134, -2.508076], [-1.490633, -0.264908, -2.497996], [0.727579, 0.442460, -2.590260], [2.140738, -0.803012, 0.812865], [0.353083, -2.904310, 1.176474], [1.105369, -1.995185, 2.492898], [1.769286, -4.288892, 2.995008], [2.071198, -4.619529, 1.277711], [4.295459, -4.075304, 2.169646], [3.632406, -2.690236, 3.050175], [4.363146, -1.611058, 1.031980], [3.947645, -3.027665, 0.053121], [3.618136, -0.389153, -1.187557], [3.279369, 0.587327, -2.624683], [4.438052, 2.453118, -1.766538], [5.370650, 1.120076, -1.077774], [3.909000, 1.301227, 1.004278], [4.823088, 2.791908, 0.700336], [3.309150, 4.635016, 1.218961], [1.163250, 5.792502, 0.807202], [-0.571346, 4.684759, -0.560112], [-0.200202, 2.462801, -1.471551], [-8.330043, -0.765745, -1.288844], [-7.350814, -1.786091, -0.192131], [-8.388058, 0.085755, 1.111006], [-7.615371, 1.258291, 0.001755]], "atomic_forces_ev_per_a": [[0.12, 0.05, 0.21], [-0.27, -0.09, 0.25], [0.06, 0.13, 0.36], [-0.44, -0.15, -0.60], [-0.17, -0.05, -0.12], [0.20, 0.05, -0.08], [0.12, -0.06, 0.00], [-0.23, 0.06, 0.33], [-0.25, 0.05, 0.44], [0.46, 0.12, 0.31], [-0.35, 0.04, -0.36], [-0.10, 0.08, 0.08], [0.45, -0.56, 0.15], [-0.21, 1.04, -0.20], [-0.13, -0.75, -0.59], [0.46, -0.56, 1.01], [-0.56, 0.73, -1.40], [0.17, 0.02, 0.61], [-0.03, -0.07, 0.02], [-0.02, 0.04, 0.13], [-0.01, -0.09, -0.06], [0.16, 0.00, 0.04], [-0.05, -0.23, -0.17], [0.32, -0.07, -0.23], [-0.02, -0.08, 0.06], [-0.03, 0.08, -0.15], [0.12, -0.04, 0.05], [-0.03, -0.08, -0.04], [-0.13, 0.13, 0.02], [-0.02, 0.16, 0.08], [0.05, -0.11, -0.22], [-0.06, 0.41, 0.17], [0.21, 0.16, -0.16], [-0.26, 0.08, 0.47], [-0.32, -0.13, -0.52], [0.42, -0.10, 0.11], [0.13, -0.04, -0.17], [-0.02, 0.05, 0.16], [-0.01, -0.05, -0.17], [0.07, -0.02, -0.15], [0.00, -0.09, 0.20], [-0.01, -0.21, -0.16], [-0.05, 0.09, 0.01], [-0.02, 0.03, 0.03], [-0.03, -0.08, 0.01], [-0.01, -0.06, 0.01], [0.07, 0.01, 0.07], [0.03, -0.01, 0.08], [0.04, 0.03, -0.07], [0.03, 0.08, 0.03], [-0.01, 0.07, -0.08], [0.06, -0.06, 0.08], [0.05, -0.02, 0.02], [-0.01, -0.01, -0.07], [0.04, -0.07, 0.08], [-0.03, -0.02, 0.06], [0.09, 0.03, 0.05], [-0.02, 0.08, 0.02], [-0.06, 0.04, -0.01], [-0.01, 0.00, -0.04], [0.04, -0.01, 0.11], [-0.03, 0.08, -0.07], [0.04, 0.02, -0.10], [-0.01, -0.09, 0.08]], "nbo_charge": [-0.635, 0.621, -0.576, 0.267, -0.300, 0.271, 0.195, -0.181, -0.151, -0.123, -0.057, -0.106, 0.342, -0.319, -0.065, -0.080, -0.191, -0.086, -0.400, -0.409, -0.398, -0.419, -0.439, -0.201, -0.400, -0.436, 0.047, -0.220, -0.243, -0.190, -0.277, 0.160, -0.480, -0.097, -0.098, -0.477, 0.416, 0.225, 0.230, 0.227, 0.217, 0.283, 0.217, 0.218, 0.210, 0.214, 0.214, 0.195, 0.212, 0.226, 0.192, 0.188, 0.206, 0.216, 0.213, 0.216, 0.208, 0.210, 0.208, 0.213, 0.206, 0.181, 0.205, 0.183]}

{"formula": "C37H47BGe2N10Ni", "method": "the ωB97M-V functional and the def2-TZVPD basis", "charge": -1, "e_tot_ev": -208783.0336, "multiplicity": 4, "lumo_ev": [2.29, 0.59], "s2": 3.7708, "homo_lumo_gap_ha": [0.173, 0.111], "e_above_lowest_ev": 2.894, "symbols": ["Ni", "C", "C", "N", "N", "C", "B", "N", "C", "C", "C", "N", "N", "C", "C", "C", "N", "H", "H", "H", "H", "H", "H", "H", "H", "H", "H", "N", "C", "C", "C", "C", "C", "C", "H", "H", "H", "H", "H", "C", "C", "N", "C", "N", "C", "C", "C", "N", "C", "H", "H", "H", "H", "H", "H", "H", "H", "H", "H", "H", "H", "H", "C", "Ge", "C", "C", "Ge", "C", "C", "C", "C", "C", "C", "C", "C", "C", "C", "C", "C", "H", "H", "H", "H", "H", "H", "H", "H", "H", "H", "H", "H", "H", "H", "H", "H", "H", "H", "H"], "coordinates": [[-0.573412, -17.212849, 12.403274], [0.273178, -21.237846, 11.354812], [0.638890, -19.900264, 11.482751], [-0.151184, -19.275506, 12.316279], [-1.157584, -20.185880, 12.710647], [-0.899052, -21.316615, 12.143386], [-2.480866, -19.716777, 13.397653], [-3.082821, -18.784668, 12.365000], [-4.239580, -18.794363, 11.741591], [-4.288135, -17.773401, 10.761264], [-3.037141, -17.157494, 10.897711], [-2.290106, -17.773272, 11.815281], [-2.108839, -18.816522, 14.665151], [-2.230895, -18.963615, 15.978801], [-1.807309, -17.813689, 16.657346], [-1.354343, -16.996918, 15.592721], [-1.474674, -17.630462, 14.411281], [0.792986, -22.006073, 10.807149], [1.485058, -19.382829, 11.082010], [-1.618243, -22.130484, 12.291471], [-3.313526, -20.524767, 13.714473], [-5.064107, -19.440305, 12.048079], [-5.076622, -17.624158, 10.067744], [-2.622677, -16.380924, 10.256555], [-2.694847, -19.849877, 16.459409], [-1.704170, -17.488472, 17.719810], [-1.021045, -15.998004, 15.598342], [-0.654877, -15.476460, 11.670396], [-1.388084, -14.500396, 12.125066], [-0.911252, -13.696522, 13.237265], [-1.406802, -12.420354, 13.475157], [-2.581987, -12.058851, 12.833589], [-3.163262, -12.870217, 11.902441], [-2.567045, -14.034028, 11.486372], [-0.014221, -14.100201, 13.740490], [-0.927473, -11.799223, 14.264723], [-3.131360, -11.123363, 13.064080], [-4.155140, -12.601523, 11.541759], [-2.839850, -14.507460, 10.563880], [4.025060, -15.490644, 10.551582], [2.776887, -14.681908, 10.875587], [1.853301, -15.461851, 11.631734], [2.219358, -16.429237, 12.485493], [1.287408, -16.916587, 13.316709], [1.767317, -17.671166, 14.515231], [2.842418, -18.635161, 14.089087], [4.027929, -17.888661, 13.464404], [3.549518, -16.788860, 12.540719], [4.575484, -16.050567, 11.834837], [4.803935, -14.879427, 10.040591], [3.731925, -16.307890, 9.832412], [2.257885, -14.375313, 9.972616], [3.009937, -13.775768, 11.437321], [0.750269, -15.202389, 11.588137], [0.997946, -18.141181, 15.110084], [2.205508, -16.972473, 15.236137], [2.491677, -19.233550, 13.302154], [3.123420, -19.274561, 14.911952], [4.559476, -18.585978, 12.789655], [4.738313, -17.483914, 14.235188], [5.450310, -16.639441, 11.634943], [4.935988, -15.242702, 12.501138], [-1.167397, -14.644426, 5.193466], [-1.562449, -16.530890, 4.990454], [-3.472239, -16.897402, 5.335400], [-1.343540, -16.941460, 3.022856], [-0.103733, -17.771942, 6.558710], [-0.775422, -19.532218, 5.984467], [-0.518878, -20.038857, 4.749726], [-1.089279, -21.257734, 4.364288], [-1.824216, -22.020559, 5.225450], [-2.005343, -21.541050, 6.549850], [-1.628566, -20.236534, 6.850835], [1.795738, -18.092328, 5.981545], [2.389715, -19.385173, 6.142505], [3.670115, -19.650494, 5.737140], [4.315974, -18.733544, 4.957417], [3.766111, -17.450082, 4.717492], [2.504199, -17.135644, 5.252931], [-0.087546, -14.469746, 5.119690], [-1.552736, -14.299763, 6.125098], [-1.619699, -14.076818, 4.377257], [-4.053120, -16.195557, 4.735968], [-3.734674, -16.829828, 6.390263], [-3.687484, -17.864791, 4.900160], [-0.274640, -17.271242, 3.003962], [-1.480812, -16.066025, 2.388063], [-2.015447, -17.779192, 2.778024], [0.073916, -19.548268, 3.973757], [-0.906051, -21.637606, 3.388244], [-2.239797, -22.991207, 4.935280], [-2.587393, -22.062673, 7.297250], [-1.983105, -19.827544, 7.809891], [1.886993, -20.217629, 6.694626], [4.092891, -20.628856, 5.915497], [5.303829, -18.933533, 4.568948], [4.365699, -16.777639, 4.179155], [2.061275, -16.211376, 5.027202]], "atomic_forces_ev_per_a": [[1.11, 0.37, 1.37], [-0.98, -0.31, 0.36], [0.11, -0.76, 0.57], [-1.90, -0.02, 1.00], [1.51, 2.34, 0.19], [0.51, -2.84, -1.39], [0.53, 1.21, 0.82], [1.20, 1.72, -0.84], [-1.97, 0.70, -1.11], [0.80, -1.43, 1.75], [0.06, -0.67, -0.75], [-2.97, -0.54, -0.78], [1.22, 0.33, -0.94], [-1.07, -0.69, 2.29], [0.68, 0.72, -0.60], [-0.60, -1.79, -0.77], [-0.60, 0.51, 1.03], [-0.24, -0.07, -0.03], [0.25, 0.22, -0.21], [0.59, 0.16, -0.12], [0.47, -0.42, -0.10], [0.52, -0.03, -0.10], [-0.41, 0.36, -0.31], [0.12, -0.33, 0.69], [0.38, 0.62, -0.77], [-0.49, -0.90, -1.07], [0.61, 0.88, 0.02], [0.81, -1.14, -0.80], [-0.25, 1.52, 0.19], [0.39, 0.18, -0.15], [0.54, -1.00, 1.03], [-0.91, 2.16, 0.82], [-0.81, -0.31, -0.45], [0.45, 0.11, 0.20], [-0.43, 0.39, -0.21], [-0.48, -0.31, -0.70], [0.63, -0.51, 0.09], [0.22, 0.16, -0.36], [-0.48, -0.22, -0.11], [0.04, 0.23, -1.21], [0.13, -0.33, -0.19], [0.73, -0.50, 0.06], [-0.70, 0.83, 1.15], [0.86, -0.45, 0.37], [0.60, 1.07, -1.38], [0.74, 0.94, 0.30], [-0.12, 0.81, -0.64], [0.52, -1.57, 1.26], [-0.41, 0.66, 0.63], [-0.49, -0.27, 0.32], [0.34, 0.57, 0.78], [0.05, 0.17, -0.29], [0.37, 0.27, -0.02], [-0.82, -0.81, 0.55], [-0.65, -0.27, -0.56], [0.19, 0.32, 0.02], [-0.92, -1.10, -0.85], [0.51, -0.25, 0.26], [0.18, 0.21, 0.54], [-0.55, -0.16, -0.65], [0.30, -0.84, -0.01], [-0.05, 0.08, -0.32], [0.39, 0.14, -0.97], [-0.31, 0.38, -0.60], [0.49, 0.20, -0.16], [1.05, -0.74, 1.25], [0.44, -0.48, -0.90], [-0.82, 0.76, 1.76], [-0.02, -1.00, -1.50], [0.30, 0.25, -0.07], [-0.27, -0.44, 1.83], [-0.77, 0.60, -1.01], [0.26, -0.84, 0.33], [-0.04, -0.86, -0.23], [-1.34, 0.38, 1.54], [-0.33, -0.61, -0.56], [0.55, 2.05, -0.43], [-0.65, -2.08, 1.25], [1.16, -1.51, -0.13], [-0.18, -0.02, 0.25], [-0.10, 0.44, 0.77], [-0.15, 0.02, 0.07], [0.01, 0.27, 0.18], [-0.15, -0.13, -0.12], [-0.08, -0.45, 0.31], [-0.83, 0.12, -0.60], [-0.10, -0.09, 0.12], [0.38, 0.36, -0.15], [0.07, 0.17, 0.54], [0.11, -0.12, -0.80], [0.25, 0.36, 0.06], [-0.04, -0.32, -0.16], [0.55, -0.04, -0.41], [0.07, 1.06, -0.48], [0.11, -0.04, 0.06], [0.11, -0.11, -0.06], [0.38, 1.02, -0.76], [-0.45, 1.29, -0.07]], "lowdin_spin": [1.601, 0.001, 0.002, 0.030, 0.001, 0.000, 0.000, 0.007, -0.001, 0.000, -0.002, 0.044, 0.001, 0.000, 0.001, 0.001, 0.033, 0.000, 0.000, 0.000, 0.000, 0.001, 0.000, -0.001, 0.000, 0.000, 0.000, 0.173, 0.033, 0.023, 0.002, 0.016, 0.001, 0.017, 0.001, 0.000, 0.001, 0.000, 0.000, 0.000, 0.000, -0.001, 0.001, 0.038, 0.005, 0.001, 0.000, 0.002, 0.000, 0.000, 0.000, 0.000, 0.000, 0.000, 0.000, 0.000, 0.000, 0.000, 0.000, 0.000, 0.000, 0.000, 0.005, 0.104, 0.005, 0.037, 0.526, 0.081, 0.018, 0.002, 0.004, -0.001, 0.019, 0.085, 0.020, 0.000, 0.019, -0.002, 0.022, 0.000, 0.000, 0.001, 0.001, 0.000, 0.000, 0.000, 0.005, 0.001, 0.002, 0.000, 0.000, 0.000, 0.006, 0.001, 0.000, 0.001, 0.000, 0.001]}